The following is a DFT calculation (ωB97M-V with the def2-TZVPD basis set) of one molecule with the formula C4H8S2.

Positions of all 14 atoms, in Å:
H1 3.08245 -0.03903 -0.72157
H2 -2.67837 -0.07123 -1.96254
C1 0.99482 -0.44627 1.30731
H3 -1.40935 -1.23981 -0.33224
C2 2.28795 -0.10958 1.65472
S1 0.18355 0.43573 0.12581
H4 2.48549 -0.64713 2.53030
S2 3.51506 -0.70288 0.36701
H5 -2.80928 0.41103 -0.33418
H6 0.53895 -1.31795 1.87807
C3 -2.17096 0.47816 -1.24577
H7 2.62398 0.90794 1.81374
H8 -2.06912 1.42952 -1.64785
C4 -1.09253 -0.31247 -0.66974

Properties
Largest force on an atom: 5.30 eV Å⁻¹
HOMO (alpha / beta): -0.2643 / -0.2652 Ha
2S+1: 1
Frontier orbital gap (alpha / beta): 0.2634 / 0.2745 Ha
LUMO energy (alpha / beta): 0.0 / 0.3 eV
Energy relative to the best compared isomer or geometry (same formula, charge and spin): 3.903 eV